Entry P
DFT (ωB97M-V/def2-TZVPD) results for 5 unconnected molecules or ions with the total composition H9O4S.

The value obtained for the HOMO-LUMO gap is 8.211 eV. As for the total charge: -1. As for the HOMO energy: -4.367 eV. The LUMO energy is 3.843 eV. As for the molar mass: 105.1 Da.

Each line ends with the Mulliken charge.
Positions of all 14 atoms, in Å:
S: 0.87558 -0.79096 -0.17381  -0.91
O: -0.29317 2.22625 -0.28596  -0.63
O: -2.23704 0.04425 -1.13754  -0.73
O: 4.03794 -0.00914 0.29266  -0.63
O: -3.25587 -0.79936 1.31112  -0.69
H: 0.66962 -1.03130 1.14143  0.06
H: -1.38114 -0.40930 -0.98568  0.26
H: 0.34856 2.78070 0.16707  0.26
H: 4.35489 -0.78081 -0.16688  0.29
H: 0.11314 1.31930 -0.23974  0.27
H: -2.38266 -0.97015 1.70712  0.30
H: -3.02592 -0.51801 0.41612  0.44
H: -1.97741 0.96333 -0.96436  0.39
H: 3.06479 -0.12007 0.23982  0.31

***

Entry Q
DFT (ωB97M-V/def2-TZVPD) results for 5 unconnected molecules or ions with the total composition H9O4S.

The value obtained for the HOMO-LUMO gap is 7.970 eV. As for the total charge: -1. As for the HOMO energy: -4.206 eV. The LUMO energy is 3.763 eV. As for the molar mass: 105.1 Da.

Each line ends with the Mulliken charge.
Positions of all 14 atoms, in Å:
S: 1.59780 1.29939 -1.54551  -0.86
O: 2.22390 -1.28403 3.32212  -0.67
O: -1.18694 0.18219 -2.28936  -0.69
O: -3.27447 0.16587 -0.60059  -0.68
O: 0.69536 0.20187 1.28226  -0.64
H: -2.63141 0.68689 -0.08744  0.29
H: -0.25489 0.70937 -2.09081  0.26
H: 1.88105 -1.31235 2.40488  0.36
H: 2.00818 -0.32756 3.48835  0.32
H: 0.77608 0.54132 0.36305  0.25
H: -2.75575 0.19213 -1.42700  0.41
H: 0.02760 -0.52052 1.45562  0.31
H: -1.02414 -0.53241 -2.94614  0.27
H: 1.91764 -0.00216 -1.32943  0.06

***

Which one is most stable, and which one is least stable? entry P is the most stable of them, while entry Q is the least stable.